# 1
Entry from the OMol25 dataset: a structure of composition C46H47AsN3PPtSSi2 at a distorted geometry (ωB97M-V/def2-TZVPD).

For the total energy, the calculation gives -5619.03585 a.u. The value obtained for the largest force on an atom is 0.041 Eh/bohr. As for the LUMO energy: -0.02 eV.

Element x y z (Å)
1 H -2.377 -1.752 -0.824
2 H 3.052 -4.228 5.414
3 C -0.635 2.253 -0.363
4 C -0.182 1.291 0.543
5 C 3.258 1.890 3.567
6 P 0.043 -0.414 -0.098
7 H 4.162 -0.161 4.730
8 H 0.711 -3.369 -2.592
9 C 3.166 3.080 4.269
10 C -0.465 3.956 1.325
11 C -1.896 -2.421 -0.121
12 C 3.854 -1.328 2.953
13 C -2.864 -1.569 -4.940
14 H -2.994 -0.454 5.709
15 H -0.196 -4.788 2.378
16 H 2.321 -2.985 -3.201
17 H 3.050 -4.633 2.973
18 C 5.240 3.805 3.306
19 C -0.682 -4.123 1.676
20 C -3.380 0.043 4.827
21 C -4.366 1.352 2.650
22 H -0.875 1.952 -1.383
23 H -2.333 -5.445 1.332
24 C 5.340 2.600 2.625
25 H -2.236 -1.170 3.468
26 H -1.071 4.317 -0.704
27 H 2.912 -1.241 -7.749
28 H 1.887 1.158 -2.020
29 H -0.552 4.992 1.628
30 H 4.067 4.990 4.654
31 Si -1.707 -0.072 -4.531
32 C -1.881 -4.491 1.095
33 C -2.345 1.670 -5.043
34 S -5.581 1.628 -3.008
35 C 2.054 -1.180 -5.783
36 C 2.274 0.406 -2.708
37 H -3.430 -3.906 -0.267
38 As 4.466 0.010 1.643
39 H 0.869 -0.399 -8.856
40 C -4.310 1.074 4.989
41 H -4.019 0.044 -3.956
42 C -0.758 3.578 0.022
43 H 3.149 -0.063 -2.253
44 H 2.601 0.918 -3.612
45 H -4.632 1.349 5.985
46 H 2.329 3.252 4.934
47 H -3.410 -1.942 -4.073
48 C 1.774 -0.722 0.560
49 C -4.189 1.151 -0.914
50 H 1.898 -2.622 -1.531
51 C 1.516 -2.636 -2.551
52 C -0.214 -0.403 -5.638
53 H 6.013 4.556 3.206
54 C 4.346 1.634 2.734
55 C 3.269 -3.646 3.359
56 C 0.126 1.684 1.847
57 C -0.091 -2.904 1.372
58 H -1.494 2.290 -5.324
59 C -5.258 1.903 -1.348
60 C -4.825 1.748 3.896
61 H 2.954 -1.546 -5.300
62 C -2.489 -3.628 0.192
63 C 3.596 -2.162 5.210
64 H 3.591 -2.806 1.419
65 H -3.592 -1.320 -5.719
66 C -2.937 -0.355 3.578
67 N -3.566 0.434 -1.937
68 C -0.235 -0.242 -7.022
69 H 2.478 1.145 3.677
70 C -4.242 0.557 -3.037
71 C -3.438 0.314 2.462
72 H -2.883 2.179 -4.245
73 C -3.930 1.028 0.500
74 C 2.034 -1.010 -7.158
75 C -0.029 3.003 2.235
76 H 0.853 -2.673 1.845
77 C 3.274 -3.422 4.728
78 H 1.581 -1.004 1.599
79 C 4.149 4.049 4.125
80 C 2.797 0.400 0.576
81 C 0.934 -0.876 -5.010
82 H 2.170 -1.596 0.042
83 C -0.691 -2.023 0.473
84 Pt -1.152 -0.238 -2.223
85 N -3.186 0.152 1.116
86 H 2.361 1.308 0.985
87 C 0.887 -0.538 -7.782
88 H 3.151 0.635 -0.424
89 Si 0.934 -0.906 -3.112
90 N -4.658 1.794 1.389
91 H 6.202 2.408 1.995
92 H 0.200 3.288 3.254
93 H -5.554 2.540 4.002
94 H -5.287 2.538 1.152
95 H 3.629 -1.984 6.277
96 H -3.012 1.606 -5.907
97 C 3.891 -1.130 4.331
98 H -1.132 0.123 -7.512
99 H 0.476 0.947 2.556
100 H -2.248 -2.385 -5.315
101 C 3.566 -2.612 2.486
102 H -5.944 2.501 -0.774

***

# 2
Entry from the OMol25 dataset: an isolated molecule of C3H5NO2S2 at a distorted geometry (ωB97M-V/def2-TZVPD).

For the total energy, the calculation gives -1118.71988 a.u. The energy above the lowest of the compared OMol25 structures with the same formula, charge and spin comes out at 6.1907 eV. The value obtained for the largest force on an atom is 0.187 Eh/bohr. As for the LUMO energy: -0.63 eV.

Element x y z (Å)
1 H -2.414 1.619 -0.508
2 H -2.047 -0.992 1.029
3 H -3.638 0.274 -0.239
4 C 0.713 0.547 -0.312
5 H 2.146 0.562 -2.209
6 C -0.195 -0.154 0.761
7 O -1.855 -0.517 -0.906
8 O 0.794 1.949 -0.418
9 S 0.618 -0.535 2.286
10 S 2.043 -0.489 -1.298
11 C -2.874 0.555 -1.048
12 N -1.514 -0.401 0.330
13 H -3.398 0.587 -2.018

***

# 3
Entry from the OMol25 dataset: a structure of composition C6H7N at a distorted geometry (ωB97M-V/def2-TZVPD).

For the total energy, the calculation gives -287.39316 a.u. The energy above the lowest of the compared OMol25 structures with the same formula, charge and spin comes out at 5.2812 eV. The value obtained for the largest force on an atom is 0.088 Eh/bohr. As for the LUMO energy: 0.94 eV.

Element x y z (Å)
1 H 0.104 -1.954 1.466
2 C -0.458 0.402 0.154
3 H -2.207 -0.253 1.075
4 C -1.865 0.105 0.039
5 C 0.534 -1.140 0.896
6 H 2.126 1.947 -0.021
7 C 1.338 -0.989 -0.116
8 N 0.173 1.550 0.668
9 H 2.311 -1.585 -0.436
10 H 0.563 0.064 -1.893
11 H -1.948 -0.766 -0.568
12 C 0.745 0.176 -0.877
13 C 1.138 1.445 -0.178
14 H -2.554 0.996 -0.209

***

Question: Which of these has the lowest largest force on an atom?
Answer: C46H47AsN3PPtSSi2

***

Question: Which formula does entry 2 have?
Answer: C3H5NO2S2

***

Question: Look up the largest force on an atom of the second one.
Answer: 0.187 Eh/bohr